Molecular formula: C54H71BClN11O3
Method: DFT, wB97M-V/def2-TZVPD

Each line ends with the Mulliken charge.
CARTESIAN COORDINATES (ANGSTROEM)
C: 3.66013 -3.46625 0.59437  -1.370
C: 3.29090 -2.79403 -0.71418  0.262
O: 2.31107 -3.53469 -1.45409  -0.551
B: 1.14988 -3.85684 -0.80067  0.881
O: 0.77433 -5.18451 -0.74898  -0.756
C: 0.17064 -2.74766 -0.23677  0.141
C: -0.53476 -2.96967 0.98123  -0.041
C: -0.32727 -4.18951 1.83286  -0.464
C: -1.34857 -5.28834 1.48660  -1.321
C: -1.44880 -2.06302 1.42806  -0.589
C: -1.72246 -0.90038 0.71114  -0.339
N: -2.65835 -0.02017 1.16834  -0.596
C: -2.90189 1.04436 0.46105  0.718
C: -3.96221 1.96404 0.98371  -1.908
C: -2.17634 1.30498 -0.75567  0.315
C: -2.40223 2.53577 -1.61168  -0.791
O: -1.21880 2.96083 -2.23282  -0.318
C: -0.31492 3.59356 -1.35090  -0.653
N: -1.27789 0.47751 -1.19116  -0.270
C: -1.02544 -0.65026 -0.47587  0.077
C: -0.05767 -1.57452 -0.93968  0.966
C: 0.63052 -1.22986 -2.22782  -0.990
C: -0.13827 -1.74702 -3.46251  -0.951
C: 0.77351 -2.40643 -4.48263  -0.538
Cl: 1.52876 -1.19144 -5.55110  -0.323
H: 3.57865 -4.54657 0.51865  0.264
H: 4.68439 -3.23880 0.87067  0.537
H: 3.02754 -3.10098 1.40165  0.233
H: 4.17299 -2.74440 -1.34423  0.491
H: 2.95533 -1.76739 -0.57872  -0.139
H: 1.31363 -5.72633 -0.16715  0.304
H: 0.69082 -4.55542 1.74852  -0.281
H: -0.47757 -3.88983 2.86648  0.666
H: -1.71124 -5.15173 0.47414  0.296
H: -2.21169 -5.20978 2.13938  0.379
H: -0.92952 -6.28653 1.55072  0.386
H: -1.98058 -2.22355 2.35372  0.620
H: -4.48923 1.46714 1.79036  0.553
H: -4.68805 2.17202 0.20220  0.531
H: -3.52574 2.88858 1.35350  0.244
H: -3.07511 2.25302 -2.41912  0.340
H: -2.84981 3.34277 -1.03206  0.444
H: -0.84088 4.29659 -0.70100  0.274
H: 0.43225 4.10296 -1.94496  0.267
H: 0.19267 2.86268 -0.71875  0.238
H: 1.64291 -1.60382 -2.23977  0.431
H: 0.68999 -0.15067 -2.30174  0.652
H: -0.89165 -2.46647 -3.15335  0.441
H: -0.62234 -0.90222 -3.93991  0.469
H: 1.57260 -2.95751 -4.00272  0.243
H: 0.21693 -3.08045 -5.12214  0.496
N: -3.57756 2.01284 4.64638  0.036
C: -3.47911 1.15650 5.70709  -0.434
C: -4.20512 1.68519 6.74058  -0.498
C: -4.76466 2.90983 6.28305  -0.515
C: -4.35854 3.08354 4.98709  -0.411
H: -3.14041 1.87629 3.75331  0.236
H: -2.90673 0.24820 5.63524  0.385
H: -4.32426 1.24430 7.71559  0.385
H: -5.39153 3.58377 6.84184  0.403
H: -4.55765 3.87370 4.28330  0.401
N: -7.75512 3.12990 1.07983  0.024
C: -8.09471 4.45270 1.16300  -0.514
C: -8.64297 4.81944 -0.03650  -0.442
C: -8.62759 3.67356 -0.87843  -0.424
C: -8.07852 2.64637 -0.15912  -0.515
H: -7.33636 2.59506 1.81788  0.212
H: -7.92481 5.01499 2.06502  0.395
H: -9.01569 5.79842 -0.28392  0.452
H: -8.98557 3.61162 -1.89199  0.422
H: -7.89468 1.61843 -0.42044  0.401
N: 2.54622 -3.02515 -8.49799  0.117
C: 3.72378 -3.60251 -8.88183  -0.533
C: 3.56233 -4.08224 -10.15469  -0.382
C: 2.23144 -3.78011 -10.55354  -0.632
C: 1.63235 -3.12773 -9.50860  -0.214
H: 2.37487 -2.59182 -7.60777  0.207
H: 4.57317 -3.62209 -8.22127  0.340
H: 4.31267 -4.59144 -10.73551  0.384
H: 1.76943 -4.01392 -11.49774  0.373
H: 0.63899 -2.72801 -9.40016  0.360
N: 2.57895 -6.70048 3.35437  0.106
C: 3.82112 -6.25894 3.72420  -0.689
C: 4.74233 -7.14654 3.23628  -0.346
C: 4.02714 -8.16254 2.54651  -0.420
C: 2.69560 -7.85956 2.63341  -0.654
H: 1.71485 -6.24487 3.58286  0.176
H: 3.94091 -5.35542 4.29665  0.439
H: 5.80947 -7.07937 3.36153  0.446
H: 4.44506 -9.02002 2.04729  0.525
H: 1.82680 -8.36772 2.25140  0.404
N: 4.64835 1.39274 1.07700  0.134
C: 6.00713 1.43456 0.91940  -0.390
C: 6.29764 0.97565 -0.33741  -0.831
C: 5.06414 0.64674 -0.96438  -0.298
C: 4.06670 0.91680 -0.06595  -0.844
H: 4.15381 1.67254 1.90374  0.154
H: 6.64665 1.78727 1.71027  0.453
H: 7.28308 0.88768 -0.76223  0.428
H: 4.92663 0.25927 -1.96011  0.513
H: 2.99714 0.81300 -0.14136  0.685
N: -1.85426 7.41237 -2.12524  0.033
C: -1.46946 8.63900 -2.61121  -0.645
C: -1.21805 8.49584 -3.94731  -0.308
C: -1.46552 7.13570 -4.28408  -0.569
C: -1.85442 6.49295 -3.14184  -0.603
H: -2.09540 7.21859 -1.17087  0.185
H: -1.41052 9.49827 -1.96493  0.394
H: -0.89615 9.27842 -4.61314  0.476
H: -1.36864 6.68303 -5.25583  0.437
H: -2.12984 5.46657 -2.96553  0.579
N: 4.88138 -11.46332 6.83715  0.036
C: 4.49801 -10.14952 6.79071  -0.898
C: 4.03055 -9.89232 5.53018  0.185
C: 4.13324 -11.10085 4.78816  -0.418
C: 4.66166 -12.05015 5.62133  -0.591
H: 5.26712 -11.92465 7.63894  0.180
H: 4.59174 -9.51329 7.65366  0.360
H: 3.65714 -8.94708 5.17684  0.386
H: 3.85123 -11.25296 3.76006  0.402
H: 4.89775 -13.08662 5.45359  0.377
N: -4.72273 8.75346 -2.82099  0.113
C: -4.91947 9.68959 -3.79540  -0.260
C: -6.26198 9.74273 -4.06317  -0.643
C: -6.89900 8.79700 -3.21329  -0.425
C: -5.91976 8.20477 -2.45921  -0.576
H: -3.82975 8.50446 -2.43289  0.225
H: -4.09056 10.23306 -4.21442  0.362
H: -6.73466 10.38378 -4.78801  0.391
H: -7.95259 8.57675 -3.16526  0.386
H: -5.97641 7.44078 -1.70362  0.436
N: 4.65011 4.54338 5.07700  -0.015
C: 4.86521 5.82285 4.64572  -0.452
C: 5.12870 5.77551 3.30362  -0.854
C: 5.06902 4.41159 2.90762  0.118
C: 4.77268 3.67650 4.02578  -0.528
H: 4.43967 4.28056 6.02130  0.180
H: 4.81353 6.65406 5.32709  0.373
H: 5.34167 6.62213 2.67374  0.379
H: 5.22938 4.02012 1.91700  0.451
H: 4.64096 2.61678 4.16836  0.359

Calculated values
Electronic energy ... -3413.36085 Eh
HOMO ... -7.983 eV
Strongest force on any atom ... 0.94 eV/Å
Gap between HOMO and LUMO ... 7.51 eV



Molecular formula: C22H76N26O16
Method: DFT, wB97M-V/def2-TZVPD

Each line ends with the Mulliken charge.
CARTESIAN COORDINATES (ANGSTROEM)
C: 2.06169 3.69824 -2.22804  -0.754
C: 3.25464 3.46606 -1.35220  1.161
C: 4.53674 3.13990 -2.13821  -1.210
O: 3.46157 4.76453 -0.67721  -0.564
H: 2.03919 2.85160 -2.91418  -0.035
H: 2.08570 4.56825 -2.88425  0.381
H: 1.08436 3.77666 -1.75184  0.140
H: 2.97663 2.80602 -0.53052  -0.213
H: 4.48237 3.73419 -3.05032  0.412
H: 4.69126 2.07453 -2.30917  -0.127
H: 5.36729 3.47838 -1.51876  0.479
H: 3.70729 5.42346 -1.33069  0.303
C: -0.98613 2.12884 -2.51342  -0.926
C: -1.45880 0.70852 -2.94971  1.278
C: -2.82202 0.20231 -2.37565  -0.611
O: -1.54747 0.72141 -4.33934  -0.709
H: -1.62461 3.00891 -2.59045  0.362
H: -0.09325 2.32875 -3.10579  0.486
H: -0.75144 2.08411 -1.44993  -0.026
H: -0.63625 0.02810 -2.72942  -0.485
H: -2.82826 0.40084 -1.30390  -0.206
H: -2.73036 -0.86892 -2.55501  0.200
H: -3.72972 0.63848 -2.79273  0.440
H: -1.98397 -0.11874 -4.49815  0.395
C: 6.02556 0.32914 -0.51422  -1.572
C: 5.35544 -1.05622 -0.62841  0.508
C: 5.11938 -1.73150 0.76862  -1.014
O: 4.16613 -0.85692 -1.17611  -0.030
H: 5.59718 0.93835 0.28168  0.285
H: 6.09514 0.86603 -1.46027  0.354
H: 7.06325 0.18163 -0.21501  0.492
H: 5.87496 -1.82733 -1.19727  0.213
H: 5.93629 -1.69387 1.48928  0.494
H: 4.86152 -2.79046 0.78345  0.364
H: 4.28541 -1.31661 1.33471  0.003
H: 4.22502 -0.50707 -2.06815  0.060
C: 3.53737 -0.21815 -4.49755  0.760
O: 4.38596 -0.24721 -3.59577  -0.823
N: 3.75040 -0.72760 -5.69971  -0.490
N: 2.35347 0.21090 -4.40596  -0.116
H: 3.18079 -0.45039 -6.48635  0.150
H: 4.44233 -1.46173 -5.74864  0.237
H: 1.81008 0.23861 -5.25688  0.171
H: 2.03691 0.61490 -3.53610  -0.106
C: -6.76007 0.57286 1.88639  0.678
O: -6.78489 -0.55612 1.58245  -0.681
N: -5.96464 1.49085 1.43253  -0.105
N: -7.63905 1.07432 2.70423  -0.473
H: -5.36319 1.45355 0.62199  0.090
H: -6.25664 2.40407 1.75012  0.113
H: -7.65066 2.03193 3.02508  0.143
H: -8.25284 0.34919 3.04710  0.249
C: -1.51793 -4.99295 1.28274  0.692
O: -0.38703 -5.32380 1.43644  -0.647
N: -2.57286 -5.56052 1.82433  -0.405
N: -1.79460 -3.79505 0.78782  0.392
H: -3.46052 -5.10428 1.66940  0.130
H: -2.61497 -6.54924 2.02622  0.271
H: -0.93458 -3.46822 0.37112  -0.383
H: -2.64652 -3.28801 0.98084  -0.020
C: 2.98527 -4.72726 -1.55315  0.464
O: 3.20166 -5.88361 -1.92478  -0.804
N: 1.72254 -4.43262 -1.32494  -0.106
N: 3.72442 -3.69329 -1.52719  0.054
H: 1.11417 -5.20908 -1.10794  0.219
H: 1.48738 -3.49839 -1.02159  -0.063
H: 4.69385 -3.84712 -1.76516  0.252
H: 3.43648 -2.78311 -1.19738  -0.148
C: -0.05116 2.54988 2.59422  0.555
O: 0.76209 1.81044 2.11727  -0.533
N: -1.19896 2.93994 2.14675  0.073
N: -0.01663 2.89692 3.76737  -0.248
H: -1.53189 2.65262 1.23752  -0.535
H: -1.81002 3.49538 2.72830  0.129
H: 0.87900 2.89629 4.23420  0.222
H: -0.74888 3.52189 4.07285  0.144
C: 3.50022 0.38373 4.65910  0.549
O: 3.61926 1.36022 5.31720  -0.735
N: 4.32295 -0.62596 4.56415  -0.246
N: 2.41165 0.24461 3.93646  0.052
H: 4.04186 -1.34806 3.91634  0.228
H: 4.97994 -0.93215 5.26751  0.237
H: 1.73333 0.98894 3.85931  -0.054
H: 2.36641 -0.47605 3.23027  -0.157
C: -5.61418 -2.56280 -1.67893  0.786
O: -4.52663 -2.98596 -1.34600  -0.775
N: -6.41434 -1.67829 -1.10108  -0.395
N: -6.09627 -2.83529 -2.85120  -0.386
H: -7.39216 -1.58989 -1.33807  0.203
H: -6.24329 -1.62403 -0.10716  0.248
H: -5.56344 -3.30657 -3.56820  0.220
H: -6.97314 -2.40745 -3.11225  0.132
C: -2.90714 -0.73873 3.22059  0.709
O: -1.86080 -0.56420 3.86426  -0.675
N: -3.77514 -1.69094 3.49532  -0.360
N: -3.28146 0.05087 2.22099  0.333
H: -3.54109 -2.51394 4.03196  0.237
H: -4.69477 -1.64594 3.08015  0.083
H: -2.62006 0.77449 1.97803  -0.139
H: -4.24618 -0.10185 1.96389  -0.286
C: 2.90036 5.60370 3.07499  0.586
O: 2.92918 6.37285 3.98870  -0.733
N: 2.14148 5.64878 2.07404  -0.159
N: 3.76978 4.68408 3.01689  -0.326
H: 1.61595 6.48819 1.87578  0.234
H: 2.47885 5.12852 1.27679  0.027
H: 4.17935 4.57644 3.93383  0.220
H: 3.76971 3.92350 2.35236  0.146
C: -3.46257 4.15686 0.02127  0.588
O: -3.37157 2.98050 0.07138  -0.300
N: -2.55818 5.04523 -0.47775  -0.362
N: -4.39842 4.84815 0.69545  -0.486
H: -2.64355 6.03693 -0.30644  0.149
H: -1.82589 4.81650 -1.13466  0.168
H: -5.00383 4.31385 1.30217  0.145
H: -4.50701 5.83680 0.51970  0.148
C: -2.21181 -3.82535 -3.88559  0.352
O: -1.50998 -4.18793 -4.84290  -0.743
N: -1.93123 -4.27062 -2.67967  -0.217
N: -3.31086 -3.07407 -3.90055  -0.311
H: -2.46062 -4.02666 -1.85485  0.295
H: -1.01290 -4.68462 -2.75297  0.146
H: -3.66666 -2.66428 -4.75235  0.212
H: -3.92539 -3.03877 -3.09980  0.273
C: 1.99411 -2.91351 2.85817  0.449
O: 3.01655 -2.68148 3.51807  -0.825
N: 0.78324 -2.38924 3.07961  -0.014
N: 1.97842 -3.74139 1.83991  0.139
H: 0.59321 -1.78603 3.86709  0.305
H: 0.08981 -2.87573 2.52954  -0.071
H: 1.16594 -3.93116 1.27073  -0.392
H: 2.74994 -4.27725 1.46882  0.214
C: 0.39961 -0.86750 -0.02285  0.548
O: 0.21750 -1.97666 -0.38878  -0.945
N: -0.60586 -0.10616 0.46080  2.627
N: 1.60922 -0.31423 -0.01717  1.510
H: -1.47700 -0.59441 0.61186  -0.452
H: -0.37964 0.81469 0.80859  -1.439
H: 1.58084 0.61330 0.38155  -0.553
H: 2.36759 -0.80238 -0.47181  -0.790

Calculated values
Electronic energy ... -3511.65931 Eh
HOMO ... -8.404 eV
Strongest force on any atom ... 10.68 eV/Å
Gap between HOMO and LUMO ... 7.67 eV



Molecular formula: C3H6N6O3
Method: DFT, wB97M-V/def2-TZVPD

Each line ends with the Mulliken charge.
CARTESIAN COORDINATES (ANGSTROEM)
C: -1.09281 -0.19800 0.88761  -0.569
C: 1.36121 0.16802 0.42014  -0.512
C: -0.34941 0.39813 -1.42197  -0.568
H: -1.57774 -1.16148 0.54297  0.287
H: -1.70169 0.24650 1.67781  0.303
H: 1.42221 1.24725 0.62307  0.257
H: 2.26856 -0.37357 0.47792  0.471
H: -0.76738 -0.49124 -1.87088  0.368
H: -0.37231 1.28149 -2.08447  0.340
N: -1.37265 2.04730 -0.09740  -0.190
N: -1.06829 0.74968 -0.22045  0.563
N: 0.32594 -0.48795 1.23780  0.650
N: 1.03268 0.10766 -1.03514  0.453
N: 1.72705 -0.89911 -1.64340  -0.143
N: 0.74964 -1.58604 1.85794  -0.284
O: -1.76313 2.39450 0.97867  -0.462
O: 1.33569 -1.25193 -2.70939  -0.474
O: -0.15757 -2.19119 2.37917  -0.490

Calculated values
Electronic energy ... -671.94041 Eh
HOMO ... -9.922 eV
Strongest force on any atom ... 2.52 eV/Å
Energy relative to the best compared isomer or geometry (same formula, charge and spin) ... 447.0 kJ/mol
Gap between HOMO and LUMO ... 9.95 eV